[1]
{"formula": "C4H5O2P", "method": "wB97M-V/def2-TZVPD", "symbols": ["O", "C", "C", "C", "O", "C", "P", "H", "H", "H", "H", "H"], "coordinates": [[-0.1087, 1.8371, 2.6628], [0.7531, 1.0665, 2.6953], [1.6634, 0.2164, 2.7563], [2.3500, -0.8881, 2.6993], [2.9151, -1.8748, 2.6322], [0.0706, -1.3319, -0.2653], [-0.2090, 0.3978, -0.3403], [0.1495, -1.6652, 0.8721], [0.8578, -1.6890, -0.8577], [0.4038, 1.6426, -0.3911], [-1.4375, 0.6588, 0.0220], [-0.6028, 0.5326, -1.7493]], "mulliken_charge": [-0.404, 0.553, -0.375, 0.545, -0.316, -0.716, 0.020, 0.108, 0.306, 0.098, 0.086, 0.095], "e_above_lowest_kcal_mol": 98.4, "homo_energy_ha": -0.2916, "charge": 0, "spin_multiplicity": 1, "homo_lumo_gap_ev": 8.1, "smiles": "O=C=C=C=O.C=[PH3]"}

---

[2]
{"formula": "C19H19F3IrN4O7", "method": "wB97M-V/def2-TZVPD", "symbols": ["Ir", "C", "C", "C", "C", "C", "C", "C", "C", "C", "C", "H", "H", "H", "H", "H", "H", "H", "H", "H", "H", "H", "H", "H", "H", "H", "O", "C", "C", "O", "C", "C", "O", "C", "O", "O", "N", "C", "N", "N", "C", "N", "H", "H", "H", "H", "F", "C", "F", "F", "C", "O", "O"], "coordinates": [[0.0679, -0.1001, -0.3245], [-0.3847, -1.9402, 0.9018], [0.7446, -2.5317, 0.2058], [0.4565, -2.4881, -1.1771], [-0.9154, -2.1551, -1.3399], [-1.4439, -1.8328, -0.0358], [-2.8768, -1.5600, 0.2675], [-1.6676, -2.1151, -2.6200], [1.3849, -2.9219, -2.2620], [2.0145, -3.0049, 0.8130], [-0.5129, -1.8240, 2.3877], [-3.0138, -1.2215, 1.2925], [-3.4460, -2.4851, 0.1417], [-3.2981, -0.8256, -0.4166], [-1.6064, -1.1174, -3.0567], [-2.7213, -2.3425, -2.4577], [-1.2600, -2.8267, -3.3370], [2.4142, -2.6543, -2.0245], [1.1264, -2.4496, -3.2052], [1.3413, -4.0078, -2.3844], [2.8766, -2.4736, 0.4051], [2.1559, -4.0669, 0.5938], [2.0152, -2.8793, 1.8936], [-1.2403, -1.0591, 2.6561], [0.4373, -1.5416, 2.8401], [-0.8292, -2.7706, 2.8313], [-4.0208, 4.3986, 0.0189], [-3.2469, 3.4901, -0.0299], [-3.2230, 2.3629, -1.0833], [-4.0166, 2.1982, -1.9721], [-2.0478, 1.5449, -0.7329], [-1.4746, 1.9988, 0.4252], [-0.4435, 1.3730, 0.9689], [-2.0876, 3.2108, 0.9369], [-1.7487, 3.8620, 1.9015], [-1.5912, 0.4989, -1.3690], [3.0692, 2.6440, 4.2568], [2.3745, 2.0570, 3.2692], [1.2233, 2.5921, 2.8780], [2.9102, 0.9422, 2.7583], [2.3060, 0.4232, 1.7373], [1.7766, -0.0639, 0.8294], [2.7723, 3.5046, 4.6766], [3.9684, 2.2637, 4.4893], [0.8331, 3.3891, 3.3532], [0.5967, 2.1131, 2.2236], [2.5588, 2.9645, -2.8055], [1.6827, 2.2304, -3.5009], [0.6601, 3.0273, -3.8474], [2.2854, 1.8217, -4.6181], [1.1493, 1.0310, -2.6825], [0.9612, 1.3506, -1.4472], [0.9536, -0.0333, -3.2230]], "mulliken_charge": [2.053, 1.146, 0.994, 1.011, 0.382, 0.590, -1.614, -1.976, -2.043, -1.796, -2.140, 0.360, 0.368, 0.394, 0.232, 0.428, 0.442, 0.386, 0.458, 0.390, 0.374, 0.405, 0.382, 0.452, 0.384, 0.312, -0.531, 0.235, -0.001, -0.600, 0.288, 0.716, -0.869, 0.310, -0.643, -0.705, -0.355, 0.610, -0.159, -0.852, 0.778, -0.525, 0.201, 0.252, 0.258, 0.154, -0.249, 0.816, -0.252, -0.259, 0.461, -0.962, -0.495], "e_above_lowest_kcal_mol": 1.5, "homo_energy_ha": [-0.2877, -0.3029], "charge": 0, "spin_multiplicity": 2, "homo_lumo_gap_ev": [7.5, 6.8]}

---

DFT total energy across the listed records, respectively: -17607.722; -51295.485 eV.